# 1
DFT (ωB97M-V with the def2-TZVPD basis set) results for a 2-piece molecular cluster, C6H16 overall at a distorted geometry.

Last column: Mulliken charge in e.
CARTESIAN COORDINATES (ANGSTROEM)
C (1.26766, -2.50043, 0.66963)  -0.06
C (1.57928, -1.04810, 1.02888)  -1.03
C (0.75196, -2.61285, -0.68865)  -1.23
H (2.39967, -2.86219, 0.68441)  0.18
H (0.75069, -2.86202, 1.54142)  0.31
H (0.62456, -0.51755, 1.02853)  0.05
H (0.88653, -3.54205, -1.09987)  0.38
H (2.24034, -0.63493, 0.33999)  0.43
H (2.18775, -0.93169, 1.94765)  0.37
H (-0.26282, -2.51324, -0.80394)  0.37
H (1.44314, -1.95985, -1.21691)  0.28
C (-1.81082, 1.84679, -0.65271)  -0.40
C (-1.85387, 1.73871, 0.82266)  -0.85
C (-0.35565, 2.29769, -1.06736)  -0.98
H (-2.11819, 1.07412, -1.25616)  0.43
H (-2.36586, 2.73161, -1.07812)  0.25
H (-2.70808, 1.08076, 1.12303)  0.26
H (-0.51661, 3.29193, -1.57818)  0.29
H (0.44465, 2.34116, -0.31716)  0.30
H (-1.66760, 2.85813, 1.26119)  0.27
H (-0.90467, 1.12869, 1.14832)  0.10
H (-0.01208, 1.59531, -1.83663)  0.26

Atoms 1-6, force components in eV/Å:
C 4.46 0.61 2.23
C -0.95 -0.24 1.28
C 1.77 0.60 -0.04
H -2.39 -0.41 0.04
H -0.47 -0.95 -0.11
H 0.33 0.57 0.35

Computed properties:
**LUMO level**: 1.1 eV
**Charge**: 0
**HOMO**: -10.6 eV
**Energy above the lowest of the compared OMol25 structures with the same formula, charge and spin**: 219.0 kJ/mol
**Calculated total energy**: -238.11312 hartree

---

# 2
DFT (ωB97M-V with the def2-TZVPD basis set) results for a 2-piece molecular cluster, C6H16 overall at a distorted geometry.

Last column: Mulliken charge in e.
CARTESIAN COORDINATES (ANGSTROEM)
C (0.30563, 0.22547, -1.08433)  0.87
C (0.70026, -1.05367, -1.83520)  -1.54
C (1.25367, 0.48290, 0.10406)  -1.38
C (0.43179, 1.38863, -2.06738)  -1.72
H (-0.72438, 0.17162, -0.74451)  0.27
H (-0.20522, -1.52370, -2.22655)  0.36
H (1.17263, -1.78674, -1.17157)  0.40
H (2.21094, 0.44485, -0.42446)  0.47
H (1.13548, 1.54436, 0.32334)  0.34
H (1.14297, -0.07180, 1.02368)  0.29
H (-0.01574, 1.08470, -3.01628)  0.43
H (-0.08794, 2.30215, -1.77020)  0.41
H (1.47916, 1.64809, -2.23419)  0.37
H (1.51501, -0.94328, -2.55677)  0.38
C (-1.46999, -0.52508, 1.50396)  -0.83
C (-1.09595, -0.52987, 2.97993)  -1.00
H (-2.53506, -0.62985, 1.29794)  0.41
H (-1.23745, 0.40045, 0.98606)  0.26
H (-0.93506, -1.17621, 0.80636)  0.33
H (-1.01047, -1.54146, 3.36000)  0.27
H (-1.84344, 0.08947, 3.48846)  0.32
H (-0.18684, -0.00102, 3.25763)  0.30

Atoms 1-6, force components in eV/Å:
C 0.66 0.03 -0.06
C 0.02 -0.79 0.93
C -0.21 1.39 -1.63
C -0.44 0.09 -0.23
H 0.00 -0.15 -0.29
H 0.38 -0.02 -0.53

Computed properties:
**LUMO level**: 1.1 eV
**Charge**: 0
**HOMO**: -11.2 eV
**Energy above the lowest of the compared OMol25 structures with the same formula, charge and spin**: 79.9 kJ/mol
**Calculated total energy**: -238.16610 hartree

---

# 3
DFT (ωB97M-V with the def2-TZVPD basis set) results for a 2-piece molecular cluster, C6H16 overall at a distorted geometry.

Last column: Löwdin spin population.
CARTESIAN COORDINATES (ANGSTROEM)
C (2.56900, -0.45806, -0.54654)  0.00
C (3.20100, 0.73435, 0.19955)  0.00
H (1.79860, -0.96266, 0.03114)  0.00
H (2.13475, -0.17516, -1.38260)  0.00
H (3.41499, -1.24074, -0.76454)  0.00
H (2.74257, 0.76877, 1.17489)  0.00
H (4.26577, 0.52182, 0.43842)  0.00
H (3.05638, 1.61319, -0.39171)  0.00
C (-1.35258, -0.48848, 0.15795)  0.26
C (-1.54178, 0.24920, 1.61379)  0.21
C (-2.59812, -1.10634, -0.47420)  0.07
C (-0.78866, 0.72530, -0.69405)  0.25
H (-0.58502, -1.26335, 0.11310)  0.00
H (-2.61533, 0.51847, 1.64230)  0.01
H (-0.90083, 1.14240, 1.77140)  0.00
H (-2.63490, -2.16570, -0.72213)  0.00
H (-3.41980, -0.69704, 0.05725)  0.02
H (-2.90076, -0.48562, -1.53300)  0.06
H (-0.12847, 1.53476, -0.42502)  0.01
H (-0.77338, 0.20181, -1.63849)  0.06
H (-1.55924, 1.44906, -0.93520)  0.01
H (-1.38419, -0.41598, 2.30769)  0.03

Atoms 1-6, force components in eV/Å:
C 3.85 -2.70 3.50
C 0.40 -1.68 0.45
H 0.07 -0.20 0.34
H -1.80 1.27 -4.33
H -1.89 1.29 0.15
H -0.29 0.70 0.34

Computed properties:
**LUMO level (alpha / beta)**: -2.9 / -10.1 eV
**2S+1**: 2
**⟨S²⟩**: 0.753
**Charge**: +1
**HOMO (alpha / beta)**: -14.5 / -14.5 eV
**Energy above the lowest of the compared OMol25 structures with the same formula, charge and spin**: 213.1 kJ/mol
**Calculated total energy**: -237.71880 hartree

---

# 4
DFT (ωB97M-V with the def2-TZVPD basis set) results for C6H16BeCl3NO5 as an isolated structure at a distorted geometry.

Last column: Mulliken charge in e.
CARTESIAN COORDINATES (ANGSTROEM)
Be (-0.31233, -1.14739, 3.69804)  0.95
C (-2.42007, 0.20554, -0.77974)  -1.34
C (-2.38669, -1.22304, -1.37710)  0.20
C (-1.03734, -1.72559, -1.80484)  -0.56
O (-1.06803, -3.09758, -2.21831)  -0.44
C (-0.14559, -3.57106, -3.11683)  -0.78
N (-2.86785, -2.18671, -0.32734)  -0.15
H (-2.39769, -3.05242, -0.55002)  0.36
H (-2.52050, -1.85939, 0.56278)  0.30
H (-3.87683, -2.23187, -0.32280)  0.37
H (-3.41506, 0.48536, -0.43362)  0.45
H (-2.26075, 0.91047, -1.59570)  0.38
H (-1.67890, 0.31862, 0.01144)  0.31
H (-3.17279, -1.25776, -2.13139)  0.31
H (-0.08292, -1.59909, -1.29378)  0.20
H (-0.78306, -1.16008, -2.70129)  0.47
H (0.91417, -3.43521, -2.90111)  0.32
H (-0.42215, -3.26617, -4.12611)  0.33
H (-0.26482, -4.65277, -3.05527)  0.28
Cl (2.03507, -0.08634, 0.58975)  1.64
O (2.35483, -0.50504, -0.74395)  -0.50
O (2.84905, -0.83960, 1.50769)  -0.50
O (2.15445, 1.35463, 0.68036)  -0.48
O (0.68638, -0.50979, 1.04856)  -0.51
Cl (1.23083, 5.92309, 2.62700)  -0.07
C (1.81162, 4.20984, 2.41208)  -0.29
C (3.23494, 4.13535, 2.75287)  -0.42
Cl (3.54586, 4.16465, 4.59605)  -0.06
H (1.73529, 4.03690, 1.33861)  0.24
H (1.20205, 3.50657, 2.97949)  0.33
H (3.70246, 4.97465, 2.23800)  0.41
H (3.65639, 3.18121, 2.43650)  0.28

Atoms 1-6, force components in eV/Å:
Be 0.75 0.27 -0.70
C -0.01 -0.52 -0.79
C -0.28 0.99 1.04
C 1.72 -0.39 -3.30
O -2.35 1.15 2.74
C 0.63 -1.56 -1.27

Computed properties:
**LUMO level**: -13.3 eV
**Charge**: +2
**HOMO**: -15.5 eV
**Calculated total energy**: -2063.26158 hartree

---

# 5
DFT (ωB97M-V with the def2-TZVPD basis set) results for C6H16Cl2ErO2P2S as an isolated structure at a distorted geometry.

Last column: Löwdin spin population.
CARTESIAN COORDINATES (ANGSTROEM)
C (-2.55831, -2.36742, -0.55746)  0.01
C (-1.89754, -1.75996, -1.79381)  0.02
C (-1.28798, -0.39215, -1.62070)  0.16
Cl (-2.35510, 0.78548, -0.93635)  0.05
P (0.33585, -0.54696, -0.51001)  0.12
C (0.87601, 1.20013, -0.60873)  0.03
C (0.74153, 2.14936, 0.59529)  0.00
C (0.28296, 3.51975, 0.17191)  0.00
Cl (-0.37071, 1.52680, 1.94759)  0.00
P (2.22515, -1.18216, 0.85468)  0.16
O (1.77423, -2.52386, 1.53755)  0.04
O (2.39921, -0.10372, 2.17684)  0.04
S (3.80831, -1.26532, -0.15076)  0.25
H (-3.62620, -2.46024, -0.68637)  0.00
H (-2.41648, -1.76080, 0.33343)  0.00
H (-2.18355, -3.36137, -0.35851)  0.00
H (-2.63561, -1.63684, -2.58144)  0.01
H (-1.14586, -2.42941, -2.19941)  0.00
H (-0.91035, -0.00473, -2.56298)  0.01
H (0.87328, -1.44548, -1.42515)  0.02
H (-0.48470, -1.06280, 0.50645)  0.05
H (1.92430, 1.19427, -0.89027)  0.00
H (0.31622, 1.61258, -1.43728)  0.00
H (1.71170, 2.22542, 1.06498)  0.00
H (-0.59644, 3.47367, -0.45298)  0.00
H (1.10257, 3.97388, -0.37319)  0.00
H (0.08082, 4.14652, 1.02893)  0.00
H (0.86853, -2.57445, 1.85838)  0.00
H (1.63427, -0.10806, 2.75859)  0.00
Er (1.51389, 1.17785, 4.31077)  2.01

Atoms 1-6, force components in eV/Å:
C 0.11 -0.03 -0.06
C -0.16 -0.06 0.19
C 0.31 -0.29 -0.19
Cl -0.25 0.41 0.35
P -1.50 0.61 -0.83
C -0.19 0.00 0.32

Computed properties:
**LUMO level (alpha / beta)**: -12.7 / -13.1 eV
**2S+1**: 4
**⟨S²⟩**: 3.768
**Charge**: +3
**HOMO (alpha / beta)**: -18.5 / -18.7 eV
**Calculated total energy**: -3403.80307 hartree

---

# 6
DFT (ωB97M-V with the def2-TZVPD basis set) results for a 2-piece molecular cluster, C6H16ClN2O9P overall.

Last column: Mulliken charge in e.
CARTESIAN COORDINATES (ANGSTROEM)
O (-4.94522, -1.40129, 1.69965)  -0.66
P (-3.73528, -0.62429, 1.48192)  0.82
O (-3.95857, 0.73940, 0.65278)  -0.51
O (-3.01057, -0.17221, 2.85078)  -0.55
C (-2.46912, -1.51443, 0.56620)  -0.87
C (-1.14100, -0.75197, 0.46030)  1.11
C (-0.65353, -0.79136, -0.97352)  -1.63
N (0.73324, -0.23893, -1.13879)  0.10
C (1.42929, 0.25845, 0.09852)  0.66
C (1.29007, 1.77490, 0.17568)  -1.17
O (-0.05029, 2.23736, 0.05142)  -0.21
O (-0.26694, 2.48691, -1.35749)  -0.42
C (1.04442, -0.47488, 1.40275)  -0.97
N (-0.10258, -1.37989, 1.25857)  -0.53
H (-3.49910, 1.51229, 1.00040)  0.36
H (-2.47360, 0.62745, 2.80397)  0.37
H (-2.31544, -2.46733, 1.07557)  0.45
H (-2.88845, -1.71561, -0.42245)  0.39
H (-1.30100, 0.29552, 0.76243)  0.02
H (-0.61567, -1.83918, -1.27160)  0.43
H (-1.33222, -0.28585, -1.66071)  0.35
H (0.68223, 0.56169, -1.77448)  0.50
H (1.35928, -0.90409, -1.62398)  0.48
H (2.48812, 0.08327, -0.07994)  0.15
H (1.93694, 2.24338, -0.56784)  0.50
H (1.62905, 2.11177, 1.15622)  0.45
H (-1.18843, 2.20626, -1.46230)  0.33
H (0.85031, 0.28391, 2.17266)  0.36
H (1.89743, -1.06250, 1.73938)  0.40
H (-0.46032, -1.57282, 2.18757)  0.30
O (3.83143, 1.10112, -1.45858)  -0.69
Cl (4.23994, -0.04113, -2.26215)  1.77
O (4.53581, 0.37775, -3.59357)  -0.65
O (3.10278, -0.97472, -2.29726)  -0.81
O (5.35699, -0.68895, -1.65213)  -0.64

Atoms 1-6, force components in eV/Å:
O 0.03 0.06 -0.02
P -0.11 -0.18 0.15
O 0.26 -0.01 0.13
O -0.02 0.15 -0.19
C 0.10 0.21 -0.01
C -0.18 -0.03 0.01

Computed properties:
**LUMO level**: -0.8 eV
**Charge**: 0
**HOMO**: -9.7 eV
**Energy above the lowest of the compared OMol25 structures with the same formula, charge and spin**: 7.1 kJ/mol
**Calculated total energy**: -1826.15021 hartree

---

# 7
DFT (ωB97M-V with the def2-TZVPD basis set) results for C6H16FO2Rb2 as an isolated structure at a distorted geometry.

Last column: Löwdin spin population.
CARTESIAN COORDINATES (ANGSTROEM)
Rb (-2.52798, -0.27350, 3.09422)  0.26
Rb (0.65152, -3.99102, 1.03117)  0.64
F (-0.48960, -1.52935, 1.58320)  0.03
C (-3.30521, -0.13690, -1.83993)  0.00
C (-2.15863, -0.16260, -0.96021)  0.00
C (-1.59302, 1.02513, -0.38636)  0.00
O (-2.78166, -0.94390, 0.03259)  0.01
H (-3.43759, -1.04940, -2.42123)  0.00
H (-2.92758, 0.50524, -2.63564)  0.00
H (-4.20443, 0.27778, -1.38437)  0.00
H (-1.34246, -0.70218, -1.44065)  0.00
H (-0.92047, 1.61528, -1.00886)  0.00
H (-1.02865, 0.71849, 0.49430)  0.00
H (-2.30490, 1.78559, -0.06541)  0.00
H (-2.04583, -1.42854, 0.41375)  0.00
C (3.46272, 0.67777, -0.65152)  0.00
C (2.53647, -0.04542, 0.41479)  0.01
C (2.03166, 0.67444, 1.63738)  0.00
O (1.39836, -0.34626, -0.25236)  0.01
H (3.93711, -0.02756, -1.33384)  0.00
H (4.29565, 0.91577, 0.01005)  0.00
H (3.02481, 1.54270, -1.14974)  0.00
H (3.16201, -0.87772, 0.73738)  0.01
H (2.06034, -0.01978, 2.47723)  0.00
H (1.08329, 1.17354, 1.43840)  0.00
H (2.57282, 1.57821, 1.91745)  0.00
H (0.85123, -0.95592, 0.24821)  0.00

Atoms 1-6, force components in eV/Å:
Rb 0.43 -0.34 -0.53
Rb -0.17 0.22 0.15
F -0.21 -0.11 -0.19
C 0.09 2.07 -3.87
C -0.84 -2.47 -0.11
C 0.89 2.94 1.22

Computed properties:
**LUMO level (alpha / beta)**: -0.7 / -0.4 eV
**2S+1**: 2
**⟨S²⟩**: 0.750
**Charge**: 0
**HOMO (alpha / beta)**: -2.9 / -9.5 eV
**Calculated total energy**: -536.64114 hartree

---

# 8
DFT (ωB97M-V with the def2-TZVPD basis set) results for C6H16FeN2O4 as an isolated structure at a distorted geometry.

Last column: Löwdin spin population.
CARTESIAN COORDINATES (ANGSTROEM)
Fe (0.88150, -0.28636, 0.65080)  4.22
O (0.78575, -1.44281, 2.02363)  0.24
H (0.67155, -2.12819, 2.68177)  0.02
O (2.26909, 0.28860, -0.38998)  0.21
H (2.66846, 1.09754, -0.71668)  0.01
C (0.21357, -1.29740, -2.03955)  0.59
O (-0.12446, -1.39297, -0.78553)  0.43
N (1.44414, -2.02300, -2.42315)  0.70
C (2.24499, -1.47505, -3.45754)  0.09
C (1.89236, -3.11879, -1.63788)  0.08
H (-0.20865, -0.63151, -2.76990)  0.04
H (2.93002, -0.74403, -3.00264)  0.04
H (1.59713, -0.99655, -4.18865)  0.01
H (2.84877, -2.24749, -3.93091)  0.01
H (2.65450, -3.68830, -2.15651)  0.00
H (2.26339, -2.70821, -0.68796)  0.04
H (1.03107, -3.73672, -1.37711)  0.02
C (-0.99167, 2.23324, 1.05127)  0.54
O (-0.29747, 1.11035, 0.80250)  0.37
N (-2.15370, 2.18040, 1.82942)  0.21
C (-2.88222, 3.37915, 2.07575)  0.02
C (-2.45476, 1.04759, 2.67234)  0.02
H (-0.58005, 3.21691, 0.86781)  0.06
H (-2.66681, 3.75993, 3.08042)  0.01
H (-3.94165, 3.26497, 1.83646)  0.00
H (-2.52865, 4.14004, 1.36976)  0.01
H (-1.54222, 0.45553, 2.77295)  0.00
H (-2.82481, 1.34496, 3.65481)  0.01
H (-3.19915, 0.39817, 2.19431)  0.01

Atoms 1-6, force components in eV/Å:
Fe -1.36 0.56 -0.21
O 0.36 -0.13 0.15
H 0.08 0.26 -0.25
O 0.75 -0.49 -0.24
H -0.33 -0.06 0.33
C -1.05 -0.58 0.75

Computed properties:
**LUMO level (alpha / beta)**: 0.4 / -3.1 eV
**2S+1**: 9
**⟨S²⟩**: 20.022
**Charge**: 0
**HOMO (alpha / beta)**: -4.0 / -7.9 eV
**Calculated total energy**: -1912.15051 hartree

---

Q: Which of these has the highest charge?
A: C6H16Cl2ErO2P2S

---

Q: calculated total energy of number 8 (C6H16FeN2O4)?
A: -1912.15051 hartree